The following is a DFT calculation (wB97M-V/def2-TZVPD) of a 2-piece molecular cluster, C6H16S4 overall.

Element x y z (Å)
1 C -0.797 -6.124 -1.311
2 S -0.463 -4.366 -1.501
3 C 0.739 -4.169 -0.166
4 S 0.130 -4.428 1.515
5 C -1.015 -3.044 1.609
6 H -1.573 -6.405 -2.044
7 H -1.171 -6.353 -0.299
8 H 0.102 -6.734 -1.501
9 H 1.577 -4.879 -0.305
10 H 1.147 -3.144 -0.266
11 H -0.494 -2.075 1.526
12 H -1.778 -3.102 0.815
13 H -1.523 -3.087 2.588
14 C 4.097 0.200 4.317
15 S 4.663 0.388 2.620
16 C 5.745 -1.057 2.528
17 S 7.205 -1.043 3.593
18 C 8.080 0.338 2.840
19 H 3.444 1.056 4.556
20 H 4.944 0.196 5.023
21 H 3.521 -0.731 4.455
22 H 5.178 -1.970 2.793
23 H 6.052 -1.147 1.468
24 H 8.359 0.123 1.795
25 H 7.470 1.256 2.860
26 H 9.001 0.515 3.421

Its LUMO energy is 0.56 eV. Its energy above the lowest of the compared OMol25 structures with the same formula, charge and spin is 5.1 kcal/mol. The frontier orbital gap comes out at 9.2001 eV. Its HOMO energy is -8.644 eV.

Atomic partial charges in e from the Löwdin method, atoms 1 to 5: -0.4423, 0.7325, -0.8517, 0.7294, -0.4419

=====

The following is a DFT calculation (wB97M-V/def2-TZVPD) of a 13-piece molecular cluster, C18H62O13 overall.

Element x y z (Å)
1 C -12.322 -5.882 -15.175
2 C -13.243 -7.119 -14.941
3 C -12.518 -8.366 -14.586
4 O -14.295 -6.799 -14.028
5 H -11.538 -6.128 -15.918
6 H -11.899 -5.463 -14.277
7 H -12.923 -5.078 -15.597
8 H -13.714 -7.316 -15.949
9 H -13.256 -9.097 -14.265
10 H -11.820 -8.221 -13.795
11 H -11.914 -8.632 -15.470
12 H -15.009 -6.274 -14.481
13 C -8.447 -5.540 -17.875
14 C -7.900 -4.344 -17.080
15 C -8.969 -3.479 -16.458
16 O -7.025 -4.712 -15.981
17 H -9.060 -6.083 -17.216
18 H -7.721 -6.141 -18.313
19 H -9.000 -5.171 -18.720
20 H -7.450 -3.665 -17.760
21 H -9.579 -2.942 -17.198
22 H -8.579 -2.690 -15.792
23 H -9.598 -4.102 -15.814
24 H -6.275 -5.226 -16.298
25 C -14.657 -4.541 -20.184
26 C -15.994 -4.481 -19.363
27 C -17.067 -3.492 -19.861
28 O -16.566 -5.809 -19.312
29 H -14.455 -3.519 -20.464
30 H -14.827 -5.159 -21.101
31 H -13.787 -4.946 -19.607
32 H -15.734 -4.098 -18.316
33 H -18.023 -3.401 -19.303
34 H -17.430 -3.703 -20.880
35 H -16.639 -2.507 -19.840
36 H -17.268 -5.790 -18.624
37 C -11.082 -2.919 -9.469
38 C -10.603 -1.690 -10.223
39 C -9.975 -1.879 -11.621
40 O -11.776 -0.864 -10.276
41 H -10.262 -3.509 -9.089
42 H -11.744 -3.641 -10.008
43 H -11.595 -2.537 -8.560
44 H -9.913 -1.104 -9.617
45 H -9.539 -0.907 -11.979
46 H -10.737 -2.171 -12.424
47 H -9.118 -2.581 -11.533
48 H -11.559 -0.052 -10.775
49 C -17.621 -7.536 -14.305
50 C -17.618 -6.249 -15.232
51 C -19.006 -5.726 -15.371
52 O -16.670 -5.244 -14.739
53 H -18.094 -8.421 -14.799
54 H -18.113 -7.416 -13.297
55 H -16.631 -7.920 -14.203
56 H -17.256 -6.610 -16.190
57 H -19.425 -5.212 -14.485
58 H -19.589 -6.623 -15.648
59 H -19.112 -5.002 -16.200
60 H -17.002 -5.026 -13.826
61 C -13.584 -0.740 -14.472
62 C -13.562 -1.446 -15.809
63 C -12.132 -1.823 -16.320
64 O -14.227 -2.665 -15.796
65 H -14.571 -0.309 -14.314
66 H -12.873 0.131 -14.466
67 H -13.321 -1.546 -13.778
68 H -14.053 -0.876 -16.583
69 H -11.572 -0.930 -16.410
70 H -12.137 -2.435 -17.221
71 H -11.679 -2.404 -15.489
72 H -15.154 -2.407 -15.540
73 O -14.238 -3.811 -13.124
74 H -13.894 -4.696 -13.037
75 H -13.936 -3.589 -14.075
76 O -15.569 0.670 -11.109
77 H -15.155 1.034 -10.320
78 H -15.202 -0.211 -11.270
79 O -17.032 -1.744 -14.701
80 H -17.096 -1.371 -13.774
81 H -16.967 -2.685 -14.631
82 O -16.876 -3.499 -11.685
83 H -17.160 -3.389 -10.757
84 H -16.062 -2.995 -11.636
85 O -14.186 -1.881 -11.174
86 H -13.326 -1.506 -10.780
87 H -13.842 -2.361 -11.960
88 O -18.018 0.369 -12.703
89 H -18.367 -0.172 -12.000
90 H -17.269 0.734 -12.214
91 O -18.248 -0.899 -17.137
92 H -18.640 -1.752 -17.386
93 H -17.776 -1.099 -16.316

Its LUMO energy is 0.32 eV. Its energy above the lowest of the compared OMol25 structures with the same formula, charge and spin is 21.7 kcal/mol. The frontier orbital gap comes out at 10.2988 eV. Its HOMO energy is -9.977 eV.

Atomic partial charges in e from the Löwdin method, atoms 1 to 5: -0.0479, -0.4907, -0.0626, -0.0799, 0.0773

=====

The following is a DFT calculation (wB97M-V/def2-TZVPD) of a 2-piece molecular cluster, C5H16N2O overall.

Element x y z (Å)
1 C 0.348 -0.282 -1.823
2 C -0.931 -0.178 -1.024
3 C -1.798 1.014 -1.525
4 C -0.620 0.014 0.497
5 N -0.292 -1.276 1.109
6 C 0.298 1.190 0.835
7 N -0.181 2.186 1.787
8 H 0.176 -0.761 -2.791
9 H 0.851 0.663 -1.983
10 H 1.057 -1.001 -1.396
11 H -1.589 -1.037 -1.057
12 H -2.391 1.441 -0.711
13 H -1.161 1.819 -1.892
14 H -2.406 0.685 -2.374
15 H -1.569 0.359 0.908
16 H 0.465 -1.320 1.775
17 H -1.121 -1.704 1.495
18 H 1.317 0.924 1.131
19 H 0.517 1.713 -0.096
20 H -0.939 2.733 1.413
21 H -0.417 1.763 2.672
22 O 2.734 -2.282 0.008
23 H 2.918 -2.265 0.957
24 H 1.798 -2.524 -0.035

Its LUMO energy is 0.83 eV. Its energy above the lowest of the compared OMol25 structures with the same formula, charge and spin is 16.0 kcal/mol. The frontier orbital gap comes out at 9.7663 eV. Its HOMO energy is -8.940 eV.

Atomic partial charges in e from the Löwdin method, atoms 1 to 5: -0.0771, -0.3778, -0.0692, -0.3807, 0.0478

=====

The following is a DFT calculation (wB97M-V/def2-TZVPD) of a 2-piece molecular cluster, C38H24BF9O overall.

Element x y z (Å)
1 F 1.253 1.086 6.759
2 C 0.485 1.099 5.616
3 C -0.843 0.699 5.693
4 C -1.607 0.734 4.528
5 F -2.916 0.327 4.658
6 C -1.122 1.176 3.288
7 B -1.940 1.344 1.903
8 C -3.532 1.026 2.016
9 C -4.136 -0.074 1.415
10 F -3.365 -0.935 0.656
11 C -5.490 -0.383 1.509
12 C -6.306 0.480 2.225
13 F -7.643 0.187 2.364
14 C -5.794 1.627 2.824
15 C -4.427 1.861 2.703
16 F -3.947 2.980 3.342
17 C -1.838 2.859 1.310
18 C -2.162 3.072 -0.030
19 F -2.534 1.989 -0.802
20 C -2.167 4.316 -0.656
21 C -1.840 5.426 0.113
22 F -1.814 6.674 -0.468
23 C -1.539 5.306 1.464
24 C -1.555 4.031 2.028
25 F -1.331 3.986 3.383
26 H -1.390 0.550 1.118
27 C 0.232 1.529 3.293
28 F 0.807 1.962 2.120
29 C 1.056 1.507 4.412
30 H -1.292 0.356 6.619
31 H -5.871 -1.284 1.035
32 H -6.417 2.319 3.376
33 H -2.417 4.399 -1.707
34 H -1.300 6.161 2.086
35 H 2.098 1.795 4.344
36 C 0.454 -6.515 2.029
37 C 0.359 -5.210 1.306
38 C -0.723 -4.349 1.542
39 C -0.779 -3.103 0.942
40 C 0.238 -2.659 0.037
41 C 0.154 -1.366 -0.526
42 C 1.128 -0.793 -1.402
43 C 2.532 -1.045 -1.309
44 C 3.425 -0.480 -2.210
45 C 2.949 0.388 -3.195
46 O 3.833 1.139 -3.968
47 C 4.427 0.600 -5.111
48 C 4.287 1.359 -6.282
49 C 4.667 0.791 -7.491
50 C 5.279 -0.474 -7.511
51 C 5.489 -1.180 -6.317
52 C 5.059 -0.651 -5.096
53 C 1.573 0.613 -3.356
54 C 0.683 0.040 -2.468
55 C 1.244 -3.627 -0.304
56 C 1.328 -4.836 0.365
57 H 1.385 -7.032 1.775
58 H 0.437 -6.357 3.116
59 H -0.387 -7.188 1.800
60 H -1.510 -4.659 2.233
61 H -1.601 -2.420 1.151
62 H -0.786 -0.828 -0.412
63 H 2.926 -1.675 -0.508
64 H 4.495 -0.669 -2.146
65 H 3.821 2.344 -6.205
66 H 4.492 1.349 -8.411
67 H 5.594 -0.902 -8.461
68 H 5.986 -2.149 -6.329
69 H 5.189 -1.191 -4.156
70 H 1.220 1.258 -4.162
71 H -0.389 0.206 -2.580
72 H 1.964 -3.399 -1.092
73 H 2.161 -5.516 0.178

Its LUMO energy is -3.33 eV. The frontier orbital gap comes out at 4.3653 eV. Its HOMO energy is -7.697 eV.

Atomic partial charges in e from the Löwdin method, atoms 1 to 5: 0.0249, -0.2516, 0.0507, -0.1895, 0.0523

=====

The following is a DFT calculation (wB97M-V/def2-TZVPD) of a 2-piece molecular cluster, C3H8N3S overall.

Element x y z (Å)
1 C 2.537 -0.857 0.716
2 C 1.018 0.199 -0.947
3 C -0.651 -1.677 -0.540
4 N 1.438 -1.409 0.575
5 N 0.665 -0.973 -0.349
6 N -0.521 1.906 0.646
7 S 2.633 0.630 -0.363
8 H 3.390 -1.123 1.424
9 H 0.441 0.713 -1.754
10 H -1.394 -1.036 0.141
11 H -0.942 -1.556 -1.587
12 H -0.531 -2.803 -0.195
13 H -1.151 1.503 1.239
14 H -0.831 2.929 0.574
15 H 0.278 1.921 1.322

Its total charge is +1. Its LUMO energy is -4.69 eV. Its energy above the lowest of the compared OMol25 structures with the same formula, charge and spin is 39.5 kcal/mol. The frontier orbital gap comes out at 9.8467 eV. Its HOMO energy is -14.532 eV.

Atomic partial charges in e from the Löwdin method, atoms 1 to 5: -0.3071, -0.2847, 0.0319, -0.0042, -0.2531

=====

What did the fourth record say?
The following is a DFT calculation (wB97M-V/def2-TZVPD) of a 2-piece molecular cluster, C38H24BF9O overall.

Element x y z (Å)
1 F 1.253 1.086 6.759
2 C 0.485 1.099 5.616
3 C -0.843 0.699 5.693
4 C -1.607 0.734 4.528
5 F -2.916 0.327 4.658
6 C -1.122 1.176 3.288
7 B -1.940 1.344 1.903
8 C -3.532 1.026 2.016
9 C -4.136 -0.074 1.415
10 F -3.365 -0.935 0.656
11 C -5.490 -0.383 1.509
12 C -6.306 0.480 2.225
13 F -7.643 0.187 2.364
14 C -5.794 1.627 2.824
15 C -4.427 1.861 2.703
16 F -3.947 2.980 3.342
17 C -1.838 2.859 1.310
18 C -2.162 3.072 -0.030
19 F -2.534 1.989 -0.802
20 C -2.167 4.316 -0.656
21 C -1.840 5.426 0.113
22 F -1.814 6.674 -0.468
23 C -1.539 5.306 1.464
24 C -1.555 4.031 2.028
25 F -1.331 3.986 3.383
26 H -1.390 0.550 1.118
27 C 0.232 1.529 3.293
28 F 0.807 1.962 2.120
29 C 1.056 1.507 4.412
30 H -1.292 0.356 6.619
31 H -5.871 -1.284 1.035
32 H -6.417 2.319 3.376
33 H -2.417 4.399 -1.707
34 H -1.300 6.161 2.086
35 H 2.098 1.795 4.344
36 C 0.454 -6.515 2.029
37 C 0.359 -5.210 1.306
38 C -0.723 -4.349 1.542
39 C -0.779 -3.103 0.942
40 C 0.238 -2.659 0.037
41 C 0.154 -1.366 -0.526
42 C 1.128 -0.793 -1.402
43 C 2.532 -1.045 -1.309
44 C 3.425 -0.480 -2.210
45 C 2.949 0.388 -3.195
46 O 3.833 1.139 -3.968
47 C 4.427 0.600 -5.111
48 C 4.287 1.359 -6.282
49 C 4.667 0.791 -7.491
50 C 5.279 -0.474 -7.511
51 C 5.489 -1.180 -6.317
52 C 5.059 -0.651 -5.096
53 C 1.573 0.613 -3.356
54 C 0.683 0.040 -2.468
55 C 1.244 -3.627 -0.304
56 C 1.328 -4.836 0.365
57 H 1.385 -7.032 1.775
58 H 0.437 -6.357 3.116
59 H -0.387 -7.188 1.800
60 H -1.510 -4.659 2.233
61 H -1.601 -2.420 1.151
62 H -0.786 -0.828 -0.412
63 H 2.926 -1.675 -0.508
64 H 4.495 -0.669 -2.146
65 H 3.821 2.344 -6.205
66 H 4.492 1.349 -8.411
67 H 5.594 -0.902 -8.461
68 H 5.986 -2.149 -6.329
69 H 5.189 -1.191 -4.156
70 H 1.220 1.258 -4.162
71 H -0.389 0.206 -2.580
72 H 1.964 -3.399 -1.092
73 H 2.161 -5.516 0.178

Its LUMO energy is -3.33 eV. The frontier orbital gap comes out at 4.3653 eV. Its HOMO energy is -7.697 eV.

Atomic partial charges in e from the Löwdin method, atoms 1 to 5: 0.0249, -0.2516, 0.0507, -0.1895, 0.0523